The following is a quantum chemistry calculation of a structure of composition C25H50AlBr2ClMgN3O12S in a non-equilibrium geometry, from the OMol25 dataset.

Results
LUMO energy = -8.45 eV
max |F| = 0.0666 Eh/bohr
HOMO energy = -9.61 eV
energy = -8497.44810 a.u.
total charge = +1

```
96
C25H50AlBr2ClMgN3O12S, DFT ωB97M-V/def2-TZVPD
Br -7.046 -2.001 -4.623
Br 4.431 7.106 -3.005
Cl 1.464 -4.921 0.114
S -0.230 -0.117 6.691
Al 0.283 -0.979 2.597
Mg 2.332 0.602 -7.851
O 2.943 4.090 -3.499
O 0.025 1.266 6.306
O -1.443 -0.615 5.973
O 2.537 3.109 -5.445
O -0.500 -0.196 8.123
O 2.655 -4.868 0.938
O 1.355 -6.216 -0.500
O -2.518 -1.502 4.585
O 1.545 -3.898 -0.913
O 0.919 -0.948 6.335
O 0.298 -4.674 0.943
O 4.550 5.506 -1.024
N -8.262 -1.570 -1.092
N -7.216 -1.661 -0.269
N 1.254 -2.838 2.358
C 2.085 -0.076 -1.472
C 2.296 -3.582 4.664
C 1.897 3.088 -6.715
C -3.603 -1.333 5.490
C 1.711 -3.164 3.369
C 3.360 0.367 -0.633
C -3.981 0.917 0.922
C 0.821 2.067 -0.606
C -4.816 -1.526 0.640
C 1.070 1.083 -1.794
C 4.024 -1.895 0.385
C 2.817 3.612 -7.800
C -8.011 -1.163 -2.311
C -4.755 -0.291 1.624
C 2.141 5.526 -5.193
C -5.895 -1.357 -0.481
C 2.548 4.192 -4.628
C -2.434 0.637 1.173
C 4.598 -3.880 3.619
C -1.518 1.397 0.141
C 0.019 1.372 0.572
C -5.513 -0.852 -1.795
C 3.780 -3.205 4.716
C 3.405 -0.485 0.702
C -6.618 -0.745 -2.840
H -4.211 0.971 -0.175
H 1.729 2.581 -0.208
H 3.455 1.467 -0.466
H 0.152 2.893 -0.992
H 4.405 6.338 -1.616
H -4.285 1.853 1.469
H 2.341 -0.693 1.041
H -1.871 2.470 0.109
H 1.705 6.117 -4.388
H 4.785 -1.900 -0.435
H 2.170 -4.662 4.778
H 3.023 6.041 -5.575
H 5.650 -3.608 3.711
H -4.358 -2.100 5.299
H -2.152 -2.386 4.744
H 0.391 0.324 0.784
H 3.889 -2.120 4.627
H 2.479 -0.446 -2.464
H 1.661 2.022 -6.919
H -3.245 -1.411 6.518
H 4.270 0.061 -1.225
H -1.641 1.001 -0.908
H 4.517 -2.309 1.299
H 0.069 2.047 1.476
H -5.005 -2.467 1.230
H -5.785 -0.011 1.963
H -4.472 -0.575 -2.056
H -8.865 -1.102 -3.026
H -3.825 -1.653 0.138
H 3.191 -2.576 0.064
H -6.442 -0.361 -3.885
H 1.751 -3.089 5.472
H 3.919 0.037 1.551
H 0.942 3.613 -6.686
H 0.074 0.589 -2.004
H -7.429 -1.992 0.676
H 3.082 4.654 -7.629
H 3.753 3.044 -7.816
H 4.252 4.767 -1.577
H -4.037 -0.348 5.332
H 4.269 -3.574 2.625
H 4.521 -4.968 3.686
H -2.124 0.977 2.203
H -2.223 -0.465 1.052
H 2.340 3.533 -8.781
H 1.605 -0.979 -1.002
H -4.150 -0.543 2.537
H 4.184 -3.489 5.689
H 1.358 1.584 -2.757
H 1.381 5.463 -5.971
```